<a>
{"formula": "C4H9N3", "method": "ωB97M-V with the def2-TZVPD basis set", "lumo_energy_ev": 0.67, "smiles": "C[C@H](N)N(C)C#N", "homo_lumo_gap_ev": 10.09, "symbols": ["C", "C", "N", "N", "C", "C", "N", "H", "H", "H", "H", "H", "H", "H", "H", "H"], "positions_angstrom": [[-0.7076, 1.1879, 1.0727], [-0.3936, 0.0890, 0.1398], [-0.7757, -1.2407, 0.7469], [1.0312, 0.2984, -0.1006], [1.5298, -0.2257, -1.3568], [1.9870, 0.3845, 0.8303], [2.8698, 0.5209, 1.5400], [-0.0635, 1.2017, 2.0835], [-1.7977, 0.9596, 1.4227], [-0.5549, 2.1765, 0.5780], [-0.7464, 0.1324, -0.8269], [-0.8119, -1.8119, -0.0594], [0.0529, -1.4268, 1.2188], [0.6087, -0.5356, -1.8986], [2.2809, 0.4589, -1.7479], [2.0707, -1.2028, -1.3116]], "mulliken_charge": [-1.264, -0.068, -0.654, -0.105, -0.961, 0.519, -0.533, 0.272, 0.363, 0.332, 0.551, 0.306, 0.283, 0.320, 0.327, 0.312]}

<b>
{"formula": "C4H9N3", "method": "ωB97M-V with the def2-TZVPD basis set", "lumo_energy_ev": [0.27, -0.58], "homo_lumo_gap_ev": [8.18, 6.99], "symbols": ["C", "C", "C", "C", "N", "N", "N", "H", "H", "H", "H", "H", "H", "H", "H", "H"], "positions_angstrom": [[1.2123, 0.7722, -1.9294], [0.5762, 0.0926, -0.8949], [-1.6189, 0.3673, 2.0378], [-0.5656, -0.3177, 1.1343], [2.1877, -0.3157, -2.0104], [1.5776, -0.9001, -0.8426], [-0.3905, 0.4159, -0.0922], [0.9321, 1.3647, -2.7104], [-2.5404, 0.1903, 1.4453], [-1.8194, -0.1162, 2.9465], [-1.4304, 1.4275, 2.1029], [0.4860, -0.3386, 1.4800], [-1.0430, -1.3587, 1.1112], [3.1355, -0.0129, -1.8399], [1.2385, -1.8559, -0.9696], [-1.9376, 0.5852, -0.9688]], "mulliken_charge": [-0.679, 0.704, -1.201, -0.301, -0.321, -0.309, -0.447, 0.355, 0.274, 0.394, 0.326, 0.428, 0.165, 0.242, 0.271, 0.098]}

Tell me which of them is the most stable. Sure, it is <a>.

<a>
{"formula": "C4H9N3", "method": "ωB97M-V with the def2-TZVPD basis set", "lumo_energy_ev": [0.43, 0.84], "homo_lumo_gap_ev": [7.93, 9.02], "symbols": ["C", "C", "N", "C", "C", "N", "N", "H", "H", "H", "H", "H", "H", "H", "H", "H"], "positions_angstrom": [[0.6077, 1.4154, 0.9275], [-2.0799, -0.6432, -0.4462], [1.8678, -1.4897, -0.0478], [0.8881, 0.5242, -0.2766], [-0.5634, 1.0688, 0.0987], [0.7067, -0.8726, -0.2343], [-1.2460, -0.0391, 0.5637], [1.8448, -2.4950, -0.1221], [2.5943, -1.0877, 0.5368], [1.6381, 0.8806, -0.9882], [-1.0135, 1.7767, -0.5951], [1.0275, 2.4104, 0.8372], [0.6499, 0.9666, 1.9135], [-2.6140, -1.4958, -0.0247], [-1.4861, -0.9909, -1.3080], [-2.8219, 0.0714, -0.8345]], "mulliken_charge": [-0.572, -0.772, -0.616, -0.348, 0.039, 0.074, -0.505, 0.217, 0.218, 0.469, 0.393, 0.261, 0.260, 0.267, 0.285, 0.328]}

<b>
{"formula": "C4H9N3", "method": "ωB97M-V with the def2-TZVPD basis set", "lumo_energy_ev": [0.76, 0.76], "homo_lumo_gap_ev": [9.33, 9.33], "symbols": ["C", "C", "C", "C", "N", "N", "N", "H", "H", "H", "H", "H", "H", "H", "H", "H"], "positions_angstrom": [[-0.1638, 1.2926, -0.2292], [1.0937, 1.1615, -0.1522], [-0.9313, 0.0627, 0.4610], [-1.9608, -0.6535, -0.3385], [0.0217, -0.7254, 1.0653], [1.7763, 0.1287, 0.5478], [2.3633, -0.6593, -0.4507], [-0.6360, 2.0339, -0.8339], [1.6690, 1.9005, -0.7064], [-1.3759, 0.7541, 1.2188], [-2.8364, -0.0807, -0.3329], [-2.0250, -1.6034, 0.1190], [-1.6219, -0.7285, -1.3687], [0.0944, -0.4933, 2.0821], [2.9276, -1.5202, -0.0439], [1.6052, -0.8695, -1.0374]], "mulliken_charge": [-0.688, -0.262, 0.796, -1.310, -0.739, -0.163, -0.442, 0.416, 0.322, 0.225, 0.334, 0.399, 0.286, 0.295, 0.294, 0.237]}

<c>
{"formula": "C4H9N3", "method": "ωB97M-V with the def2-TZVPD basis set", "lumo_energy_ev": 0.70, "smiles": "[H]/N=C/N/C(CC)=N/[H]", "homo_lumo_gap_ev": 9.86, "symbols": ["H", "N", "C", "N", "C", "C", "C", "N", "H", "H", "H", "H", "H", "H", "H", "H"], "positions_angstrom": [[-0.1320, -3.9944, 0.3855], [-0.1378, -3.1041, -0.1242], [0.2791, -2.1960, 0.6598], [0.4239, -0.8396, 0.3867], [0.1929, -0.0921, -0.7169], [0.3842, 1.3992, -0.4892], [-0.6558, 1.9851, 0.5018], [-0.2159, -0.5986, -1.8267], [-0.3253, 0.1546, -2.4923], [0.4818, -2.4164, 1.7372], [0.7164, -0.3320, 1.1860], [0.3414, 1.9275, -1.4409], [1.3555, 1.6182, -0.0643], [-0.5856, 1.5258, 1.4716], [-0.4506, 3.0582, 0.7042], [-1.6724, 1.9046, 0.1216]], "mulliken_charge": [0.251, -0.546, -0.043, -0.162, 0.705, -0.752, -1.016, -0.713, 0.222, 0.285, 0.213, 0.353, 0.271, 0.318, 0.321, 0.293]}

<d>
{"formula": "C4H9N3", "method": "ωB97M-V with the def2-TZVPD basis set", "lumo_energy_ev": 0.65, "smiles": "[H]/N=C(\\N)N=C=C.C", "homo_lumo_gap_ev": 9.67, "symbols": ["H", "N", "C", "N", "N", "C", "C", "H", "H", "H", "H", "C", "H", "H", "H", "H"], "positions_angstrom": [[-2.5414, 0.5722, -0.1445], [-1.5583, 0.3589, -0.0172], [-0.7539, 1.3258, -0.2655], [-1.0794, 2.5826, -0.6959], [0.6032, 1.1186, -0.1988], [1.1955, 0.2754, 0.4846], [2.0777, -0.2135, 1.3042], [-2.0165, 2.7684, -1.0089], [-0.3478, 3.1532, -1.0835], [2.2583, -1.2711, 1.3626], [2.6031, 0.4299, 1.9896], [-0.0479, -2.2086, -0.3289], [-0.6638, -1.2207, -0.2072], [-0.6767, -2.7719, -1.0141], [0.9342, -2.1463, -0.7842], [0.0137, -2.7528, 0.6078]], "mulliken_charge": [0.146, -0.652, 0.599, -0.415, -0.424, 0.654, -0.936, 0.217, 0.230, 0.263, 0.268, -0.944, 0.123, 0.324, 0.265, 0.282]}

Tell me which of them is the most stable. Sure, it is <c>.

<a>
{"formula": "C4H9N3", "method": "ωB97M-V with the def2-TZVPD basis set", "lumo_energy_ev": 0.92, "homo_lumo_gap_ev": 9.01, "symbols": ["C", "C", "C", "C", "N", "N", "N", "H", "H", "H", "H", "H", "H", "H", "H", "H"], "positions_angstrom": [[0.9958, 2.8839, -0.2457], [-0.9632, -1.7061, 0.2990], [-0.8601, 0.4602, 1.2982], [0.9161, -0.8722, -1.4214], [0.4703, 3.7236, 0.3164], [-0.3683, -0.5329, 0.3532], [0.4708, 0.0203, -0.4044], [1.4626, 2.0955, -0.7194], [-0.5386, -2.6021, -0.2983], [-1.5787, -2.0886, 1.0427], [-1.8761, 0.2545, 1.5268], [-0.5616, 0.1579, 2.3168], [-0.5799, 1.5296, 1.1496], [0.1469, -1.0669, -2.0883], [1.5823, -0.4740, -2.0270], [1.2816, -1.7828, -1.0981]], "mulliken_charge": [0.186, -0.326, -0.876, -1.314, -0.411, 0.479, -0.590, 0.259, 0.174, 0.269, 0.387, 0.333, 0.149, 0.528, 0.357, 0.394]}

<b>
{"formula": "C4H9N3", "method": "ωB97M-V with the def2-TZVPD basis set", "lumo_energy_ev": 0.79, "smiles": "C/N=C\\N/C=N\\C", "homo_lumo_gap_ev": 9.91, "symbols": ["C", "N", "C", "N", "C", "N", "C", "H", "H", "H", "H", "H", "H", "H", "H", "H"], "positions_angstrom": [[0.6245, 2.4145, 0.3966], [-0.2223, 2.3071, -0.7893], [-0.7932, 1.1950, -1.0510], [-0.6179, -0.0066, -0.3662], [-0.9196, -1.2826, -0.7777], [-0.5307, -2.4144, -0.2995], [0.5244, -2.4086, 0.6733], [1.0632, 3.4391, 0.4250], [0.1654, 2.3147, 1.4011], [1.5148, 1.7332, 0.3939], [-1.5692, 1.1773, -1.8277], [0.1290, 0.1011, 0.4477], [-1.7772, -1.2577, -1.5132], [0.8867, -3.4310, 0.8618], [0.1283, -2.0590, 1.6417], [1.3938, -1.8220, 0.3835]], "mulliken_charge": [-0.916, -0.494, 0.198, -0.206, 0.233, -0.488, -0.883, 0.260, 0.322, 0.318, 0.296, 0.260, 0.230, 0.245, 0.322, 0.302]}

Tell me which of them is the most stable. Sure, it is <b>.